C3H8N2 | ωB97M-V/def2-TZVPD

```
13
C3H8N2 ωB97M-V/def2-TZVPD
C 1.4517 0.5385 0.0314
C -0.0801 0.8776 0.2423
C -0.7612 -0.4670 0.1882
H 1.5579 -0.5044 -0.8926
H 1.9585 0.0919 1.1458
H 2.0780 1.4550 -0.4077
H -0.5444 1.5063 -0.5974
H -0.2206 1.3503 1.2504
H -1.2228 0.0495 -1.9392
H -1.3636 -1.7795 -1.2498
H -0.6055 -1.0768 2.1227
N -1.3613 -0.7299 -1.0071
N -0.8867 -1.3116 1.1131
```

Computed properties:
**E_tot**: -228.513752 hartree
**Energy relative to the best compared isomer or geometry (same formula, charge and spin)**: 84.65 kcal/mol
**LUMO**: 0.790 eV
**F_max**: 5.384 eV/Å
**HOMO energy**: -9.04 eV